Molecular formula: C4H7NO2
Method: DFT, the ωB97M-V functional and the def2-TZVPD basis

Structure (XYZ):
```
14
Properties=species:S:1:pos:R:3
C 1.569 0.658 -0.530
C 0.096 0.749 -0.181
C -0.764 -0.404 -0.751
N -1.010 -1.193 0.437
C -0.710 -0.483 1.585
O -0.959 -0.797 2.719
O -0.059 0.657 1.240
H 1.984 -0.298 -0.192
H 2.121 1.469 -0.044
H 1.707 0.739 -1.613
H -0.307 1.721 -0.484
H -0.212 -0.972 -1.509
H -1.697 -0.036 -1.196
H -1.839 -1.767 0.502
```

Summary:
* E_HOMO: -0.372 Eh
* spin multiplicity: 1
* orbital gap: 0.3992 Eh


Molecular formula: C65H52As2IrN4O2P
Method: DFT, the ωB97M-V functional and the def2-TZVPD basis

Structure (XYZ):
```
127
Properties=species:S:1:pos:R:3
Ir -0.303 0.534 -0.092
C -8.421 11.142 -0.871
O -7.758 10.657 0.297
C -6.890 9.644 0.161
C -6.562 9.039 -1.053
C -5.645 8.001 -1.073
C -5.047 7.549 0.098
C -5.385 8.167 1.308
C -6.293 9.197 1.345
C -4.082 6.458 0.029
N -3.673 5.834 -1.053
C -2.774 4.900 -0.613
C -2.633 4.946 0.760
N -3.467 5.945 1.159
C -1.785 4.033 1.503
C -1.675 3.915 2.848
C -0.918 2.837 3.523
C -0.036 2.109 2.500
N -0.100 2.305 1.109
C -1.001 3.136 0.647
C -1.202 3.121 -0.766
N -0.343 2.186 -1.434
C -0.142 2.318 -2.686
C -1.030 3.104 -3.589
C -2.220 3.806 -2.875
C -2.048 3.964 -1.403
H -9.083 11.929 -0.527
H -9.008 10.351 -1.340
H -7.702 11.552 -1.581
H -7.012 9.369 -1.976
H -5.389 7.532 -2.013
H -4.947 7.850 2.248
H -6.563 9.679 2.274
H -3.652 6.248 2.100
H -2.156 4.649 3.490
H -1.316 3.591 5.443
H 0.903 1.710 2.858
H 0.615 1.682 -3.137
H -0.471 3.690 -4.316
H -2.500 4.755 -3.327
C 0.446 -2.423 2.069
C 1.792 -2.196 1.379
As 2.723 -0.531 1.946
C 4.438 -1.309 2.413
C 4.435 -2.365 3.321
C 5.632 -2.931 3.734
C 6.836 -2.446 3.244
C 6.844 -1.386 2.350
C 5.648 -0.813 1.935
C 3.280 0.162 0.145
C 3.731 1.567 0.180
C 4.705 1.991 -0.629
C 5.394 1.108 -1.581
C 5.067 -0.171 -1.723
C 3.946 -0.774 -0.912
As -0.851 -0.975 1.862
C -0.819 0.119 3.487
C -0.198 -0.207 4.616
C 0.080 0.694 5.739
C 0.006 2.026 5.836
C -0.463 3.130 4.932
C -1.266 1.451 3.055
C -2.569 -1.834 2.084
C -3.442 -1.345 3.054
C -4.660 -1.976 3.266
C -5.009 -3.092 2.522
C -4.141 -3.578 1.554
C -2.927 -2.947 1.328
H 0.549 -2.621 3.136
H -0.051 -3.297 1.641
H 1.624 -2.169 0.300
H 2.463 -3.031 1.582
H 3.504 -2.751 3.723
H 5.625 -3.749 4.442
H 7.769 -2.888 3.567
H 7.784 -0.997 1.979
H 5.683 0.032 1.259
H 3.269 2.227 0.903
H 5.045 3.017 -0.560
H 6.220 1.515 -2.149
H 5.617 -0.822 -2.390
H 4.214 -1.762 -0.526
H 0.191 -1.213 4.732
H 0.463 0.190 6.619
H 0.331 2.426 6.792
H 0.306 3.910 4.916
H -2.090 1.447 2.344
H -3.181 -0.490 3.661
H -5.331 -1.599 4.026
H -5.953 -3.588 2.701
H -4.406 -4.454 0.977
H -2.263 -3.341 0.577
O 2.007 0.060 -0.771
C 2.596 -0.766 -1.567
C 1.988 -1.400 -2.695
C 2.898 -2.048 -3.547
C 2.469 -2.660 -4.710
C 1.116 -2.648 -5.005
C 0.196 -2.066 -4.131
C 0.594 -1.425 -2.971
P -0.790 -0.967 -1.820
C -1.944 0.058 -2.765
C -3.076 0.580 -1.957
C -3.672 1.733 -2.252
C -3.184 2.642 -3.336
C -2.053 2.048 -4.222
C -1.595 0.655 -3.908
C -1.476 -2.625 -1.629
C -2.799 -2.920 -1.939
C -3.252 -4.231 -1.844
C -2.382 -5.245 -1.472
C -1.052 -4.958 -1.179
C -0.603 -3.651 -1.251
H 3.950 -2.050 -3.298
H 3.174 -3.145 -5.370
H 0.758 -3.125 -5.908
H -0.861 -2.154 -4.356
H -3.453 -0.034 -1.144
H -4.539 2.052 -1.686
H -4.027 3.036 -3.901
H -2.185 2.214 -5.289
H -0.785 0.270 -4.517
H -3.481 -2.141 -2.257
H -4.283 -4.459 -2.077
H -2.737 -6.266 -1.418
H -0.373 -5.752 -0.899
H 0.437 -3.434 -1.028
```

Summary:
* total charge: +3
* E_HOMO (alpha / beta): -0.477 / -0.477 Eh
* spin multiplicity: 2
* orbital gap (alpha / beta): 0.1491 / 0.1468 Eh


Molecular formula: CH5ISi
Method: DFT, the ωB97M-V functional and the def2-TZVPD basis

Structure (XYZ):
```
8
Properties=species:S:1:pos:R:3
C 0.855 -0.782 -0.021
Si -0.417 0.634 -0.068
I -2.989 -0.077 -0.018
H 0.723 -1.346 0.836
H 1.134 -1.281 -0.928
H 1.776 -0.172 0.274
H -0.625 1.461 -1.136
H -0.457 1.563 1.060
```

Summary:
* E_HOMO: -0.337 Eh
* spin multiplicity: 1
* orbital gap: 0.3525 Eh


Molecular formula: C9H15ClNP
Method: DFT, the ωB97M-V functional and the def2-TZVPD basis

Structure (XYZ):
```
27
Properties=species:S:1:pos:R:3
C -0.636 0.969 1.838
C -1.915 1.361 2.049
C -0.261 -0.352 1.697
C 1.420 -0.569 0.489
C -2.320 2.841 2.007
C -0.686 -0.757 -2.635
C 0.182 -0.136 -1.538
C 2.265 -1.472 -1.698
C 0.998 -1.187 -0.824
N -0.952 -1.300 2.046
P 2.589 0.187 1.280
Cl 3.432 -2.388 -0.631
H 0.235 1.687 1.678
H -2.740 0.637 1.985
H -3.038 2.976 2.897
H -2.960 3.021 1.164
H -1.494 3.459 2.199
H -0.036 -1.370 -3.117
H -1.354 -1.297 -2.021
H -1.049 0.024 -3.186
H -0.680 0.093 -0.784
H 0.866 0.609 -1.927
H 2.055 -2.079 -2.585
H 2.777 -0.480 -1.957
H 0.503 -2.270 -0.735
H -0.748 -2.223 2.004
H 3.547 0.014 0.305
```

Summary:
* E_HOMO: -0.302 Eh
* spin multiplicity: 1
* orbital gap: 0.3175 Eh


Molecular formula: C5H7NO
Method: DFT, the ωB97M-V functional and the def2-TZVPD basis

Structure (XYZ):
```
14
Properties=species:S:1:pos:R:3
C 2.399 0.030 0.719
N 1.252 0.894 0.481
C 0.275 0.408 -0.129
O 0.124 -0.852 -0.712
C -1.239 -0.521 -1.053
C -1.995 -0.277 0.201
C -1.132 0.823 -0.406
H 3.149 0.141 -0.073
H 2.860 0.335 1.663
H 2.125 -1.030 0.788
H -1.610 -0.851 -2.016
H -1.649 -0.770 1.105
H -3.070 -0.132 0.126
H -1.490 1.803 -0.693
```

Summary:
* E_HOMO: -0.352 Eh
* spin multiplicity: 1
* orbital gap: 0.3913 Eh